(1)
A molecular structure, C44H46FIIrNOP, computed with ωB97M-V with the def2-TZVPD basis set.

Last column: Löwdin spin population.
Atoms and positions in Å:
Ir1 -0.47 0.40 -0.41  0.0225
C1 5.22 0.10 1.53  0.0039
C2 3.85 0.76 1.72  0.0022
C3 3.87 1.51 3.06  0.0006
C4 3.51 1.69 0.55  0.0589
C5 4.23 2.88 0.50  -0.0040
C6 3.96 3.85 -0.44  0.0567
C7 2.97 3.64 -1.39  -0.0025
C8 2.23 2.47 -1.41  0.0470
C9 1.33 2.21 -2.60  0.0060
C10 0.62 3.46 -3.12  0.0007
C11 2.13 1.53 -3.73  0.0024
C12 2.49 1.49 -0.42  0.0499
N1 1.73 0.28 -0.40  0.4184
C13 2.50 -0.87 -0.41  0.0420
C14 3.65 -0.96 -1.22  0.0861
C15 4.37 -2.14 -1.29  -0.0081
C16 3.99 -3.24 -0.53  0.1065
C17 2.88 -3.16 0.32  -0.0083
C18 2.16 -2.00 0.36  0.0763
F1 1.14 -1.89 1.22  0.0199
H1 5.43 -0.57 2.36  0.0003
H2 6.00 0.85 1.49  0.0001
H3 5.27 -0.49 0.61  0.0009
H4 3.09 -0.03 1.79  0.0003
H5 4.74 2.15 3.14  -0.0001
H6 3.92 0.79 3.88  0.0001
H7 2.99 2.13 3.22  -0.0001
H8 5.00 3.06 1.24  -0.0004
H9 4.53 4.77 -0.45  0.0030
H10 2.80 4.39 -2.15  -0.0006
H11 0.57 1.50 -2.30  0.0023
H12 1.31 4.17 -3.55  0.0002
H13 0.07 3.96 -2.32  -0.0001
H14 -0.08 3.19 -3.91  0.0002
H15 2.95 2.16 -4.05  -0.0001
H16 1.49 1.34 -4.59  0.0002
H17 2.54 0.57 -3.40  0.0001
H18 3.93 -0.10 -1.81  0.0016
H19 5.23 -2.20 -1.94  -0.0018
H20 4.56 -4.15 -0.57  0.0056
H21 2.60 -3.99 0.96  -0.0018
I1 -2.36 1.39 -1.98  -0.0164
C19 -4.03 1.31 -0.76  0.0000
C20 -4.74 2.47 -0.65  -0.0017
C21 -6.01 2.46 -0.05  0.0002
C22 -6.55 1.27 0.33  -0.0013
C23 -5.82 0.05 0.22  0.0002
C24 -6.43 -1.17 0.56  -0.0003
C25 -5.75 -2.35 0.46  0.0003
C26 -4.39 -2.32 0.12  0.0000
C27 -3.74 -1.16 -0.21  0.0025
P1 -1.92 -1.39 -0.34  0.0106
C28 -1.58 -2.45 1.08  -0.0005
C29 -1.27 -3.80 0.96  -0.0002
C30 -1.03 -4.55 2.11  0.0000
C31 -1.10 -3.95 3.36  -0.0002
C32 -1.43 -2.60 3.47  0.0001
C33 -1.67 -1.86 2.33  -0.0001
C34 -1.56 -2.26 -1.86  0.0039
C35 -2.46 -2.23 -2.93  0.0017
C36 -2.14 -2.86 -4.12  0.0000
C37 -0.92 -3.51 -4.26  0.0020
C38 -0.01 -3.53 -3.21  -0.0002
C39 -0.32 -2.90 -2.01  0.0022
C40 -4.48 0.06 -0.26  0.0001
H22 -4.35 3.40 -1.06  -0.0001
H23 -6.57 3.38 0.05  0.0000
H24 -7.56 1.22 0.72  -0.0001
H25 -7.46 -1.16 0.90  0.0000
H26 -6.23 -3.29 0.69  0.0000
H27 -3.84 -3.26 0.17  0.0000
H28 -1.23 -4.28 0.00  0.0000
H29 -0.81 -5.60 2.03  0.0000
H30 -0.91 -4.53 4.25  0.0000
H31 -1.50 -2.14 4.45  0.0000
H32 -1.95 -0.81 2.42  0.0002
H33 -3.42 -1.74 -2.83  0.0001
H34 -2.84 -2.85 -4.94  0.0000
H35 -0.67 -4.01 -5.19  0.0001
H36 0.94 -4.04 -3.31  0.0000
H37 0.39 -2.92 -1.20  0.0005
C41 -1.99 2.24 2.30  0.0009
C42 -0.54 2.27 1.85  0.0014
C43 0.06 3.66 2.01  -0.0006
C44 0.30 1.24 2.59  0.0004
O1 -0.51 2.03 0.43  0.0062
H38 -2.06 2.54 3.35  0.0001
H39 -2.41 1.24 2.20  0.0006
H40 -2.60 2.93 1.71  0.0000
H41 0.14 3.89 3.07  -0.0001
H42 -0.57 4.41 1.54  0.0000
H43 1.05 3.70 1.56  0.0002
H44 0.22 1.36 3.66  0.0000
H45 1.34 1.33 2.30  0.0004
H46 -0.03 0.22 2.33  -0.0002

## Properties
- total energy (Eh) = -2676.92773
- spin multiplicity = 2
- net charge = +2
- maximum force (eV Å⁻¹) = 2.59
- relative energy (zero: lowest compared OMol25 entry of this formula, charge and spin) (kcal per mole) = 12.10
- gap between HOMO and LUMO (alpha / beta) (eV) = 6.31 / 6.05

(2)
A molecular structure, BrClFN, computed with ωB97M-V with the def2-TZVPD basis set.

Last column: natural (NBO) charge in e.
Atoms and positions in Å:
N1 -0.31 0.17 0.29  -0.0184
F1 -0.41 1.14 -0.63  -0.1901
Cl1 -0.38 -1.69 -1.01  -0.1266
Br1 1.10 0.38 1.36  0.3351

## Properties
- total energy (Eh) = -3188.63931
- maximum force (eV Å⁻¹) = 3.16
- relative energy (zero: lowest compared OMol25 entry of this formula, charge and spin) (kcal per mole) = 28.43
- gap between HOMO and LUMO (alpha / beta) (eV) = 8.52 / 7.97

(3)
2 unconnected molecules or ions with the total composition C3H2N2S2, computed with ωB97M-V with the def2-TZVPD basis set.

Last column: natural (NBO) charge in e.
Atoms and positions in Å:
C1 1.45 -1.09 -0.05  0.2286
C2 1.70 1.29 0.55  0.2025
C3 0.99 0.29 -0.11  -0.4028
N1 1.74 -2.19 0.03  -0.2339
N2 2.36 2.07 1.10  -0.2028
S1 -0.67 0.61 -0.60  0.4233
S2 -3.39 0.20 0.82  -0.3209
H1 -0.93 -0.48 -1.50  0.1975
H2 -3.25 -0.70 -0.24  0.1085

## Properties
- total energy (Eh) = -1021.23370
- maximum force (eV Å⁻¹) = 3.33
- relative energy (zero: lowest compared OMol25 entry of this formula, charge and spin) (kcal per mole) = 91.63
- gap between HOMO and LUMO (alpha / beta) (eV) = 4.88 / 4.87

(4)
2 unconnected molecules or ions with the total composition C8H16N2O4PS, computed with ωB97M-V with the def2-TZVPD basis set.

Last column: natural (NBO) charge in e.
Atoms and positions in Å:
S1 -1.39 -1.45 1.20  0.2278
N1 -1.99 -1.87 -0.43  -0.6646
C1 -3.47 -1.51 -0.43  0.0058
C2 -4.47 -2.68 -0.16  -0.1962
C3 -5.96 -2.15 -0.15  -0.2130
C4 -6.13 -0.64 -0.39  0.0516
N2 -5.18 0.38 -0.63  -0.3650
C5 -3.83 -0.04 -0.64  0.0163
H1 -2.52 -1.19 2.00  0.2017
H2 -1.88 -2.89 -0.63  0.4557
H3 -1.48 -1.37 -1.17  0.4618
H4 -4.18 -3.76 0.03  0.2629
H5 -6.84 -2.86 0.05  0.2746
H6 -7.23 -0.28 -0.36  0.2412
H7 -2.99 0.72 -0.81  0.2399
C6 1.62 0.14 1.26  -0.2500
O1 2.41 0.16 0.08  -0.8164
P1 3.81 0.94 0.12  2.5546
O2 4.48 0.96 1.44  -1.0911
O3 3.47 2.38 -0.50  -0.8066
C7 2.63 3.24 0.25  -0.2606
O4 4.63 0.23 -1.05  -0.8001
C8 5.99 0.61 -1.22  -0.2522
H8 1.80 -0.79 1.80  0.1903
H9 1.85 0.98 1.92  0.2052
H10 0.57 0.20 0.97  0.1622
H11 2.91 3.24 1.30  0.1982
H12 1.59 2.93 0.14  0.1662
H13 2.73 4.25 -0.15  0.2091
H14 6.63 -0.25 -1.01  0.1971
H15 6.28 1.44 -0.57  0.1992
H16 6.15 0.91 -2.26  0.1944

## Properties
- total energy (Eh) = -1464.11361
- net charge = +1
- maximum force (eV Å⁻¹) = 5.47
- relative energy (zero: lowest compared OMol25 entry of this formula, charge and spin) (kcal per mole) = 54.49
- gap between HOMO and LUMO (eV) = 8.18